The following is a quantum chemistry calculation of a molecular structure, C36H34Br2Cl5N2O3Tc, from the Open Molecules 2025 dataset.

Last column: Mulliken spin population.
Geometry (Å):
Tc (-0.0950, 0.1762, -0.0772)  2.549
O (-2.4491, 1.7153, -0.8899)  -0.005
C (-2.3579, 2.5111, -1.9917)  -0.005
C (-3.4448, 2.6720, -2.8438)  0.000
C (-3.3670, 3.5202, -3.9330)  0.000
C (-2.1964, 4.2195, -4.1859)  0.000
C (-1.1119, 4.0561, -3.3429)  0.002
C (-1.1696, 3.2000, -2.2484)  0.010
C (0.0821, 3.0512, -1.4042)  -0.006
O (-0.1911, 2.6203, -0.0704)  0.019
N (1.0575, 2.1175, -1.9789)  -0.039
N (0.9930, 0.7851, -1.6353)  -0.096
C (1.6723, -0.0216, -2.4163)  0.170
C (1.9778, -1.3753, -2.1095)  -0.063
Br (1.1298, -2.0769, -0.5102)  0.024
C (2.7958, -2.2195, -2.7727)  0.104
C (3.6864, -1.9039, -3.8798)  0.002
C (4.3501, -0.6776, -4.0182)  0.026
C (5.1885, -0.4487, -5.0942)  -0.013
C (5.3876, -1.4373, -6.0482)  0.026
C (4.7685, -2.6713, -5.9028)  -0.013
C (3.9387, -2.9079, -4.8235)  0.030
H (-3.3180, 1.2954, -0.8608)  0.006
H (-4.3592, 2.1265, -2.6351)  0.000
H (-4.2274, 3.6460, -4.5759)  0.000
H (-2.1312, 4.8923, -5.0298)  0.000
H (-0.1988, 4.6125, -3.5284)  0.000
H (0.6041, 4.0101, -1.3702)  0.001
H (1.2142, 2.2897, -2.9637)  -0.003
H (2.0441, 0.3539, -3.3637)  0.021
H (2.7832, -3.2585, -2.4626)  0.002
H (4.2697, 0.0721, -3.2422)  0.002
H (5.7066, 0.4969, -5.1842)  0.000
H (6.0441, -1.2607, -6.8894)  0.001
H (4.9403, -3.4544, -6.6290)  0.000
H (3.4570, -3.8713, -4.7071)  0.000
C (-6.3356, -3.8419, 3.4725)  0.000
C (-5.9967, -3.5993, 2.0004)  0.000
C (-5.8558, -4.9658, 1.3118)  0.002
C (-7.1500, -2.8115, 1.3594)  0.001
C (-4.7078, -2.8018, 1.8318)  0.016
C (-4.2120, -2.5484, 0.5566)  0.005
C (-3.0775, -1.7872, 0.4134)  -0.012
Br (-2.4361, -1.4689, -1.3698)  0.044
C (-2.3569, -1.2183, 1.4849)  0.059
O (-1.3211, -0.4407, 1.2313)  0.111
C (-2.8279, -1.5141, 2.7823)  0.013
C (-3.9869, -2.2814, 2.8974)  -0.011
C (-2.1537, -1.0699, 4.0955)  0.006
C (-0.8826, -0.2307, 3.9254)  -0.009
C (-3.1469, -0.2393, 4.9235)  0.003
C (-1.7675, -2.3302, 4.8891)  0.000
H (-7.2584, -4.4197, 3.5344)  0.000
H (-6.4930, -2.9061, 4.0119)  0.000
H (-5.5491, -4.4114, 3.9716)  0.000
H (-6.7519, -5.5639, 1.4867)  0.000
H (-4.9972, -5.5062, 1.7141)  0.000
H (-5.7233, -4.8681, 0.2339)  0.000
H (-8.0873, -3.3628, 1.4614)  0.000
H (-6.9728, -2.6383, 0.2971)  0.000
H (-7.2679, -1.8429, 1.8488)  0.000
H (-4.7018, -2.9367, -0.3263)  -0.007
H (-4.3411, -2.4858, 3.8972)  -0.001
H (-1.0918, 0.7103, 3.4167)  0.000
H (-0.1183, -0.7727, 3.3696)  -0.002
H (-0.4765, 0.0016, 4.9126)  -0.001
H (-3.4663, 0.6469, 4.3716)  -0.001
H (-2.6717, 0.0854, 5.8515)  0.000
H (-4.0355, -0.8118, 5.1884)  0.000
H (-1.0863, -2.9575, 4.3108)  0.000
H (-2.6404, -2.9288, 5.1479)  0.000
H (-1.2695, -2.0484, 5.8193)  0.000
Cl (1.8869, 1.3725, 1.5380)  0.030
C (1.1675, 2.8933, 1.8748)  -0.024
C (0.2118, 3.3947, 0.9963)  0.020
C (-0.4047, 4.6122, 1.2809)  0.011
Cl (-1.6349, 5.1990, 0.2404)  0.000
C (-0.0344, 5.3382, 2.4117)  0.001
Cl (-0.7776, 6.8433, 2.7337)  0.000
C (0.9255, 4.8281, 3.2866)  0.000
Cl (1.3636, 5.7051, 4.6848)  0.000
C (1.5201, 3.5957, 3.0230)  -0.009
Cl (2.6782, 2.9403, 4.0980)  0.001

HOMO energy (spin up / spin down) in eV: -9.843 / -9.836
F_max in eV Å⁻¹: 1.83
Frontier orbital gap (spin up / spin down) in eV: 6.3 / 5.9
2S+1: 4
Net charge: +1
LUMO energy (spin up / spin down) in hartree: -0.130 / -0.144
E_tot in a.u.: -9256.95240
ΔE to the lowest compared entry with this formula, charge and spin in eV: 0.936
⟨S²⟩: 3.8221



The following is a quantum chemistry calculation of a molecular structure, C14H19AsBrCoF6N3OS, from the Open Molecules 2025 dataset.

Last column: Mulliken spin population.
Geometry (Å):
Co (0.9705, -0.8233, 0.3830)  1.021
N (2.6368, -1.6375, 1.2089)  -0.008
C (3.5627, -0.7420, 1.9550)  -0.004
C (4.1630, 0.3254, 1.0580)  0.007
C (3.1605, 1.4049, 0.6949)  -0.006
N (2.0654, 0.8385, -0.1243)  -0.034
H (2.3396, -2.3758, 1.8431)  0.001
H (3.1493, -2.1084, 0.4652)  0.001
H (4.3469, -1.3390, 2.4210)  0.000
H (2.9867, -0.2754, 2.7565)  0.000
H (4.5679, -0.1306, 0.1476)  0.000
H (5.0076, 0.7824, 1.5730)  0.000
H (3.6490, 2.2143, 0.1510)  -0.002
H (2.7244, 1.8262, 1.6018)  0.000
H (2.4395, 0.5322, -1.0229)  0.007
H (1.4113, 1.5709, -0.3904)  0.002
O (-1.8863, -6.1818, 0.0851)  0.000
C (-1.1993, -5.0510, 0.0212)  -0.001
C (-0.4857, -4.6281, -1.1043)  -0.001
C (0.1928, -3.4332, -1.0592)  -0.003
N (0.2077, -2.6651, 0.0413)  -0.015
C (-0.5090, -3.0788, 1.0848)  0.012
Br (-0.4628, -1.7832, 2.4769)  0.028
C (-1.2222, -4.2381, 1.1654)  0.003
H (-1.8379, -6.6934, -0.7339)  0.000
H (-0.4690, -5.2208, -2.0090)  0.000
H (0.7312, -3.0546, -1.9184)  0.001
H (-1.7888, -4.5271, 2.0379)  -0.002
F (0.1092, -0.3963, -1.3158)  -0.004
As (-0.3914, 0.4524, -3.0118)  -0.002
F (0.3749, -0.9017, -3.7112)  -0.001
F (-1.8413, -0.4228, -2.8061)  -0.001
F (-0.8232, 1.2221, -4.4367)  0.000
F (-1.0570, 1.6993, -1.9733)  0.000
F (1.1356, 1.2348, -2.8444)  0.000
S (-2.0648, 1.1911, 0.2296)  0.001
C (-2.6478, 2.7211, 0.3401)  0.000
C (-1.9127, 3.7498, 1.0295)  0.000
C (-2.4471, 4.9992, 1.1338)  0.000
C (-3.7025, 5.2679, 0.5555)  0.000
C (-4.4311, 4.2923, -0.1412)  0.000
C (-3.9235, 3.0296, -0.2563)  0.000
H (-0.9531, 3.5119, 1.4663)  0.000
H (-1.9146, 5.7827, 1.6546)  0.000
H (-4.1191, 6.2634, 0.6516)  0.000
H (-5.3865, 4.5405, -0.5819)  0.000
H (-4.4560, 2.2550, -0.7916)  0.000

HOMO energy (spin up / spin down) in eV: -15.638 / -15.614
F_max in eV Å⁻¹: 2.27
Frontier orbital gap (spin up / spin down) in eV: 6.4 / 6.3
2S+1: 2
Net charge: +2
LUMO energy (spin up / spin down) in hartree: -0.341 / -0.341
E_tot in a.u.: -7973.86570
ΔE to the lowest compared entry with this formula, charge and spin in eV: 0.000
⟨S²⟩: 0.9062



The following is a quantum chemistry calculation of a molecular structure, C14H46O9, from the Open Molecules 2025 dataset.

Last column: natural (NBO) charge in e.
Geometry (Å):
C (-3.1177, -1.7090, -0.2840)  -0.325
O (-3.4308, -0.8454, 0.7955)  -0.804
H (-4.0224, -1.9190, -0.8545)  0.171
H (-2.4741, -1.2683, -1.0453)  0.142
H (-2.6217, -2.6096, 0.0780)  0.213
H (-2.6722, -0.8569, 1.3837)  0.460
C (-0.7048, 2.5222, -2.7100)  -0.257
O (-0.2857, 2.7552, -4.0504)  -0.711
H (-0.4390, 1.5327, -2.3379)  0.172
H (-0.4342, 3.2787, -1.9735)  0.191
H (-1.7922, 2.4681, -2.6571)  0.132
H (0.5770, 3.1712, -3.9849)  0.469
C (1.3315, -0.1151, -2.2276)  -0.652
C (1.6490, -0.9152, -0.9624)  0.052
C (3.0846, -1.2247, -0.9933)  -0.661
O (1.2837, -0.1777, 0.1677)  -0.877
H (0.2735, -0.0162, -2.4704)  0.172
H (1.7518, -0.5442, -3.1372)  0.213
H (1.7722, 0.8787, -2.1486)  0.230
H (1.0181, -1.8034, -0.9273)  0.224
H (3.3752, -1.8231, -0.1298)  0.215
H (3.6408, -0.2875, -0.9710)  0.258
H (3.3478, -1.6868, -1.9447)  0.218
H (0.3429, 0.0126, 0.1830)  0.570
C (-1.6125, -0.0410, 3.5169)  -0.640
C (-1.0894, 0.2792, 2.1391)  0.086
C (0.4063, 0.5854, 2.0812)  -0.654
O (-1.5019, -0.7860, 1.3045)  -0.709
H (-2.6937, -0.1788, 3.5055)  0.221
H (-1.4268, 0.8275, 4.1488)  0.213
H (-1.1384, -0.9474, 3.8934)  0.230
H (-1.5889, 1.1942, 1.8208)  0.164
H (1.1345, -0.1809, 2.3473)  0.229
H (0.6435, 1.4298, 2.7284)  0.210
H (0.6380, 0.9250, 1.0717)  0.241
H (-1.3868, -0.4886, 0.3990)  0.506
C (2.5633, 3.6380, 0.2879)  -0.611
C (1.8965, 2.2514, 0.1768)  0.077
C (0.7904, 2.2694, -0.9224)  -0.696
O (2.8788, 1.2852, -0.0468)  -0.791
H (3.2729, 3.7333, 1.1098)  0.218
H (1.8165, 4.4228, 0.4086)  0.193
H (3.0930, 3.7407, -0.6592)  0.199
H (1.5407, 2.0572, 1.1886)  0.181
H (0.3140, 1.3021, -1.0817)  0.281
H (1.2192, 2.6462, -1.8510)  0.193
H (0.0202, 2.9766, -0.6147)  0.181
H (2.4140, 0.4462, -0.0068)  0.491
C (0.1802, -2.4098, 0.2306)  -0.730
C (-0.2862, -3.0929, 1.5169)  0.118
C (0.5604, -2.8930, 2.7810)  -0.629
O (-1.5499, -2.6346, 1.8816)  -0.797
H (1.1755, -2.7801, -0.0151)  0.202
H (0.3180, -1.3475, 0.4318)  0.289
H (-0.5437, -2.5044, -0.5788)  0.176
H (-0.4103, -4.1379, 1.2328)  0.154
H (1.5311, -3.3752, 2.6657)  0.191
H (0.1267, -3.3105, 3.6896)  0.222
H (0.7368, -1.8246, 2.9053)  0.190
H (-1.5845, -1.6753, 1.8848)  0.445
O (-2.1820, 1.2001, -1.0048)  -0.884
H (-2.2824, 2.1318, -1.2001)  0.502
H (-3.0323, 0.9355, -0.6538)  0.541
O (-0.7587, -0.0957, -0.4454)  -0.953
H (-1.2432, 0.6671, -0.7612)  0.463
H (-0.9484, -0.7821, -1.0850)  0.478
O (-1.1722, -1.3286, -2.0286)  -0.857
H (-1.5064, -0.8326, -2.7761)  0.521
H (-0.7856, -2.1141, -2.4154)  0.529

HOMO energy in eV: -8.007
F_max in eV Å⁻¹: 11.48
Frontier orbital gap in eV: 7.7
2S+1: 1
Net charge: 0
LUMO energy in hartree: -0.011
E_tot in a.u.: -1237.29046
ΔE to the lowest compared entry with this formula, charge and spin in eV: 22.391



The following is a quantum chemistry calculation of a molecular structure, C9H15N5O, from the Open Molecules 2025 dataset.

Last column: natural (NBO) charge in e.
Geometry (Å):
C (-0.6861, 1.2128, 0.3651)  0.348
C (0.9895, -1.2624, 0.2012)  0.707
C (-0.4655, 0.0597, -1.3107)  0.296
C (0.3222, -0.8176, 1.4918)  0.015
C (-1.7491, -0.7201, -1.5002)  -0.651
C (1.5088, -0.6012, 2.4237)  -0.602
C (-0.6141, -1.9265, 1.9547)  -0.625
C (0.9954, 2.0212, -2.0674)  -0.600
C (-0.1231, 1.0615, -2.4449)  -0.428
N (-1.3139, 2.2903, 0.7310)  -0.361
N (-1.3375, 2.2014, 2.0256)  -0.047
N (-0.8465, 1.1684, 2.5157)  -0.086
N (-0.3236, 0.4824, 1.4018)  -0.284
N (0.6298, -0.6706, -0.9877)  -0.679
O (1.9246, -2.0337, 0.3180)  -0.582
H (-1.7045, -1.6383, -1.0155)  0.217
H (-1.9288, -0.8890, -2.7155)  0.227
H (-2.6242, -0.1608, -1.0498)  0.247
H (0.9625, -0.3206, 3.3249)  0.230
H (2.2387, 0.1496, 1.9582)  0.220
H (2.0714, -1.5625, 2.5229)  0.245
H (-0.1361, -2.9707, 1.8758)  0.258
H (-1.4118, -1.8643, 1.1226)  0.201
H (-1.2452, -1.5683, 2.7658)  0.250
H (1.7600, 1.5588, -1.6321)  0.192
H (0.8112, 2.9737, -1.5848)  0.235
H (1.4405, 2.4314, -3.0695)  0.207
H (0.3691, 0.4802, -3.2495)  0.205
H (-0.9637, 1.5066, -2.8296)  0.228
H (1.4500, -0.5915, -1.5421)  0.415

HOMO energy in eV: -9.925
F_max in eV Å⁻¹: 5.78
Frontier orbital gap in eV: 10.4
2S+1: 1
Net charge: 0
LUMO energy in hartree: 0.016
E_tot in a.u.: -700.81630
ΔE to the lowest compared entry with this formula, charge and spin in eV: 0.000



The highest 2S+1 belongs to which entry? C36H34Br2Cl5N2O3Tc



Please write out number 2 again, unchanged.
The following is a quantum chemistry calculation of a molecular structure, C14H19AsBrCoF6N3OS, from the Open Molecules 2025 dataset.

Last column: Mulliken spin population.
Geometry (Å):
Co (0.9705, -0.8233, 0.3830)  1.021
N (2.6368, -1.6375, 1.2089)  -0.008
C (3.5627, -0.7420, 1.9550)  -0.004
C (4.1630, 0.3254, 1.0580)  0.007
C (3.1605, 1.4049, 0.6949)  -0.006
N (2.0654, 0.8385, -0.1243)  -0.034
H (2.3396, -2.3758, 1.8431)  0.001
H (3.1493, -2.1084, 0.4652)  0.001
H (4.3469, -1.3390, 2.4210)  0.000
H (2.9867, -0.2754, 2.7565)  0.000
H (4.5679, -0.1306, 0.1476)  0.000
H (5.0076, 0.7824, 1.5730)  0.000
H (3.6490, 2.2143, 0.1510)  -0.002
H (2.7244, 1.8262, 1.6018)  0.000
H (2.4395, 0.5322, -1.0229)  0.007
H (1.4113, 1.5709, -0.3904)  0.002
O (-1.8863, -6.1818, 0.0851)  0.000
C (-1.1993, -5.0510, 0.0212)  -0.001
C (-0.4857, -4.6281, -1.1043)  -0.001
C (0.1928, -3.4332, -1.0592)  -0.003
N (0.2077, -2.6651, 0.0413)  -0.015
C (-0.5090, -3.0788, 1.0848)  0.012
Br (-0.4628, -1.7832, 2.4769)  0.028
C (-1.2222, -4.2381, 1.1654)  0.003
H (-1.8379, -6.6934, -0.7339)  0.000
H (-0.4690, -5.2208, -2.0090)  0.000
H (0.7312, -3.0546, -1.9184)  0.001
H (-1.7888, -4.5271, 2.0379)  -0.002
F (0.1092, -0.3963, -1.3158)  -0.004
As (-0.3914, 0.4524, -3.0118)  -0.002
F (0.3749, -0.9017, -3.7112)  -0.001
F (-1.8413, -0.4228, -2.8061)  -0.001
F (-0.8232, 1.2221, -4.4367)  0.000
F (-1.0570, 1.6993, -1.9733)  0.000
F (1.1356, 1.2348, -2.8444)  0.000
S (-2.0648, 1.1911, 0.2296)  0.001
C (-2.6478, 2.7211, 0.3401)  0.000
C (-1.9127, 3.7498, 1.0295)  0.000
C (-2.4471, 4.9992, 1.1338)  0.000
C (-3.7025, 5.2679, 0.5555)  0.000
C (-4.4311, 4.2923, -0.1412)  0.000
C (-3.9235, 3.0296, -0.2563)  0.000
H (-0.9531, 3.5119, 1.4663)  0.000
H (-1.9146, 5.7827, 1.6546)  0.000
H (-4.1191, 6.2634, 0.6516)  0.000
H (-5.3865, 4.5405, -0.5819)  0.000
H (-4.4560, 2.2550, -0.7916)  0.000

HOMO energy (spin up / spin down) in eV: -15.638 / -15.614
F_max in eV Å⁻¹: 2.27
Frontier orbital gap (spin up / spin down) in eV: 6.4 / 6.3
2S+1: 2
Net charge: +2
LUMO energy (spin up / spin down) in hartree: -0.341 / -0.341
E_tot in a.u.: -7973.86570
ΔE to the lowest compared entry with this formula, charge and spin in eV: 0.000
⟨S²⟩: 0.9062